# 1
DFT (the ωB97M-V functional and the def2-TZVPD basis) results for a cluster of 2 separate species, C4H11NO in total.

Summary:
- net charge = 0
- orbital gap (eV) = 9.0
- structure (SMILES) = C=C(N)CC.O
- M (g/mol) = 89.1
- highest occupied orbital energy (eV) = -7.96
- multiplicity = 1

Each line ends with the Löwdin charge.
CARTESIAN COORDINATES (ANGSTROEM)
O 6.410386 3.148459 1.391350  -0.070
N 0.339145 -1.501844 -0.708486  0.084
C -1.737465 -1.134053 0.486524  -0.225
C -2.714612 -0.043660 0.890387  -0.110
C -0.863563 -0.811534 -0.690116  -0.447
C -1.211353 -0.013479 -1.689894  0.007
H -3.378965 -0.338121 1.698849  0.070
H 0.866104 -1.289806 -1.535583  0.084
H 0.747894 -2.054496 0.017243  0.084
H -3.209285 0.386579 0.028492  0.054
H -2.296471 -2.069220 0.305310  0.119
H 6.242642 3.511688 0.512766  0.031
H 6.934274 2.373191 1.120961  0.039
H -1.094385 -1.428369 1.325820  0.105
H -2.124950 0.811470 1.256717  0.082
H -0.671581 0.128978 -2.613690  0.047
H -2.237814 0.324217 -1.796651  0.045

Atoms 1-3, force components in eV/Å:
O 0.455 -0.601 -0.838
N -0.226 0.607 -0.892
C -0.466 -0.794 0.360

# 2
DFT (the ωB97M-V functional and the def2-TZVPD basis) results for a cluster of 2 separate species, C4H11NO in total.

Summary:
- net charge = 0
- orbital gap (eV) = 10.4
- structure (SMILES) = C=CO.CCN
- M (g/mol) = 89.1
- highest occupied orbital energy (eV) = -9.31
- multiplicity = 1

Each line ends with the Löwdin charge.
CARTESIAN COORDINATES (ANGSTROEM)
O -2.494354 0.962082 -6.413576  -0.021
N 1.140935 -0.067164 3.274871  -0.022
C 1.633446 -2.193644 4.567366  -0.113
C -2.101689 1.643351 -5.296588  -0.289
C -1.546220 2.835952 -5.260615  0.001
C 1.055424 -1.531027 3.302923  -0.354
H 1.810992 0.160375 4.004766  0.048
H 0.043022 -1.877089 3.133497  0.095
H 1.938561 -3.213137 4.344009  0.063
H -1.309255 3.304809 -4.314368  0.051
H 0.276213 0.261331 3.709545  0.062
H -1.343558 3.410238 -6.148531  0.053
H 1.602863 -1.968403 2.450173  0.095
H 0.941041 -2.178923 5.397666  0.060
H 2.537952 -1.653831 4.875383  0.066
H -2.247263 1.011866 -4.436236  0.105
H -1.938111 1.093213 -7.190286  0.100

Atoms 1-3, force components in eV/Å:
O -0.127 -0.479 -0.221
N -0.626 -0.218 0.963
C 0.197 0.468 -0.483

# 3
DFT (the ωB97M-V functional and the def2-TZVPD basis) results for a cluster of 3 separate species, C4H11NO in total.

Summary:
- net charge = 0
- orbital gap (eV) = 5.3
- M (g/mol) = 89.1
- highest occupied orbital energy (eV) = -7.71
- multiplicity = 1

Each line ends with the Löwdin charge.
CARTESIAN COORDINATES (ANGSTROEM)
O 2.410329 -1.641255 1.183285  -0.151
N -1.520886 -0.370017 -0.134574  -0.149
C -0.401293 0.460608 0.198702  -0.078
C -2.828204 0.230194 0.088848  -0.125
C 0.594090 0.470389 -0.793793  -0.172
C 1.652193 1.218808 -1.198012  0.093
H 0.011380 -1.434267 1.764464  0.089
H -2.966841 0.925684 -0.744846  0.075
H 2.456629 -0.753001 1.551658  0.006
H 1.454125 -1.797063 1.235615  -0.113
H 1.855020 2.172200 -0.724453  0.072
H -2.996625 0.837880 0.989494  0.075
H -0.360559 0.692489 1.264576  0.070
H 0.381246 -0.151432 -1.664003  0.112
H 2.168308 0.895123 -2.086755  0.072
H -3.607404 -0.523622 0.045779  0.079
H -1.409156 -1.243746 0.336512  0.045

Atoms 1-3, force components in eV/Å:
O 0.486 0.106 -0.111
N -0.501 0.612 -0.340
C -0.158 -3.141 1.538

# 4
DFT (the ωB97M-V functional and the def2-TZVPD basis) results for a cluster of 2 separate species, C4H11NO in total.

Summary:
- net charge = 0
- orbital gap (eV) = 9.8
- structure (SMILES) = CC(C)=CN.O
- M (g/mol) = 89.1
- highest occupied orbital energy (eV) = -8.89
- multiplicity = 1

Each line ends with the Löwdin charge.
CARTESIAN COORDINATES (ANGSTROEM)
O 5.885899 -1.756831 -1.387738  -0.070
N -2.979680 1.707571 0.422425  0.005
C -1.723306 -0.808368 -0.354599  -0.067
C -1.011825 0.284796 0.390930  -0.355
C 0.466950 0.115284 0.663560  -0.072
C -1.602385 1.420122 0.716940  -0.196
H 1.048341 0.567190 -0.143120  0.080
H 6.516660 -2.461478 -1.206512  0.030
H -2.806700 -0.684387 -0.299890  0.064
H -1.453560 -0.737732 -1.411913  0.084
H 0.724174 -0.941659 0.706324  0.067
H -1.488143 -1.790849 0.056899  0.073
H -1.019219 2.208717 1.201784  0.108
H 0.759447 0.508183 1.640499  0.076
H 5.186408 -2.167983 -1.924413  0.040
H -3.054722 2.421024 -0.292984  0.069
H -3.448336 2.116403 1.221802  0.064

Atoms 1-3, force components in eV/Å:
O -0.361 -0.215 -0.277
N -0.079 0.086 0.032
C -0.328 0.244 0.120

Question: Look up the M of the fourth one.
Answer: 89.1 g/mol

Repeat the third record exactly.
DFT (the ωB97M-V functional and the def2-TZVPD basis) results for a cluster of 3 separate species, C4H11NO in total.

Summary:
- net charge = 0
- orbital gap (eV) = 5.3
- M (g/mol) = 89.1
- highest occupied orbital energy (eV) = -7.71
- multiplicity = 1

Each line ends with the Löwdin charge.
CARTESIAN COORDINATES (ANGSTROEM)
O 2.410329 -1.641255 1.183285  -0.151
N -1.520886 -0.370017 -0.134574  -0.149
C -0.401293 0.460608 0.198702  -0.078
C -2.828204 0.230194 0.088848  -0.125
C 0.594090 0.470389 -0.793793  -0.172
C 1.652193 1.218808 -1.198012  0.093
H 0.011380 -1.434267 1.764464  0.089
H -2.966841 0.925684 -0.744846  0.075
H 2.456629 -0.753001 1.551658  0.006
H 1.454125 -1.797063 1.235615  -0.113
H 1.855020 2.172200 -0.724453  0.072
H -2.996625 0.837880 0.989494  0.075
H -0.360559 0.692489 1.264576  0.070
H 0.381246 -0.151432 -1.664003  0.112
H 2.168308 0.895123 -2.086755  0.072
H -3.607404 -0.523622 0.045779  0.079
H -1.409156 -1.243746 0.336512  0.045

Atoms 1-3, force components in eV/Å:
O 0.486 0.106 -0.111
N -0.501 0.612 -0.340
C -0.158 -3.141 1.538